C16H41N2O6S | ωB97M-V/def2-TZVPD

Structure (ORCA input):
```
! wB97M-V def2-TZVPD RIJCOSX def2/J DEFGRID3
* xyz 1 1
C 2.856 -1.798 -3.102
S 2.403 -0.172 -2.538
O 1.529 0.380 -3.732
C 0.182 0.879 -3.416
C -0.846 -0.227 -3.332
C -0.740 -1.144 -2.107
O -0.774 -0.934 -4.556
H 2.903 -1.775 -4.190
H 2.086 -2.485 -2.759
H 3.831 -2.043 -2.682
H 3.567 0.485 -2.746
H 0.202 1.472 -2.499
H -0.036 1.538 -4.251
H -1.805 0.309 -3.279
H -0.206 -0.680 -1.276
H -1.736 -1.399 -1.744
H -0.253 -2.085 -2.376
H -1.266 -1.764 -4.480
C -4.561 -0.654 -0.276
O -3.719 -1.687 0.195
C -3.410 -1.611 1.585
C -4.101 -2.699 2.377
N -5.535 -2.481 2.437
C -6.307 -3.566 3.034
C -6.268 -4.936 2.367
O -6.904 -4.988 1.104
C -6.117 -4.593 0.003
H -4.577 -0.720 -1.364
H -5.588 -0.749 0.088
H -4.184 0.332 0.015
H -3.675 -0.625 1.977
H -2.328 -1.740 1.686
H -3.701 -2.685 3.396
H -3.825 -3.666 1.931
H -5.887 -2.299 1.506
H -7.350 -3.245 3.067
H -5.980 -3.685 4.073
H -6.825 -5.623 3.008
H -5.247 -5.330 2.289
H -5.066 -4.867 0.142
H -6.175 -3.516 -0.189
H -6.500 -5.112 -0.875
C 6.799 2.986 2.775
O 5.392 3.036 2.907
C 4.835 4.345 2.863
C 4.004 4.532 1.613
N 4.842 4.540 0.423
C 4.129 4.490 -0.842
C 3.242 3.283 -1.123
O 3.953 2.056 -1.304
C 4.324 1.387 -0.106
H 7.106 1.966 2.998
H 7.137 3.243 1.764
H 7.290 3.661 3.481
H 5.625 5.099 2.921
H 4.188 4.462 3.735
H 3.468 5.484 1.679
H 3.251 3.731 1.605
H 5.501 3.775 0.474
H 4.869 4.553 -1.644
H 3.501 5.383 -0.922
H 2.728 3.469 -2.070
H 2.472 3.146 -0.355
H 3.582 1.534 0.682
H 5.298 1.709 0.262
H 4.395 0.318 -0.328
*
```

The value obtained for the LUMO energy is -3.38 eV. The value obtained for the total energy is -43346.4651 eV. As for the HOMO-LUMO gap: 6.92 eV. The strongest force on any atom is 0.34 eV/A. As for the HOMO energy: -10.30 eV. The calculation puts the energy relative to the best compared isomer or geometry (same formula, charge and spin) at 24.0 kcal per mole.

Let us look at the natural (NBO) charges, expressed in e, one per atom: atom 1 (C): -0.80, atom 2 (S): 1.06, atom 3 (O): -0.65, atom 4 (C): -0.08, atom 5 (C): 0.06, atom 6 (C): -0.67, atom 7 (O): -0.71, atom 8 (H): 0.28, atom 9 (H): 0.26, atom 10 (H): 0.27, atom 11 (H): 0.17, atom 12 (H): 0.20, atom 13 (H): 0.24, atom 14 (H): 0.19, atom 15 (H): 0.22, atom 16 (H): 0.26, atom 17 (H): 0.21, atom 18 (H): 0.48, atom 19 (C): -0.25, atom 20 (O): -0.57, atom 21 (C): -0.07, atom 22 (C): -0.24, atom 23 (N): -0.62, atom 24 (C): -0.25, atom 25 (C): -0.08, atom 26 (O): -0.54, atom 27 (C): -0.24, atom 28 (H): 0.18, atom 29 (H): 0.17, atom 30 (H): 0.17, atom 31 (H): 0.18, atom 32 (H): 0.18, atom 33 (H): 0.20, atom 34 (H): 0.17, atom 35 (H): 0.35, atom 36 (H): 0.21, atom 37 (H): 0.19, atom 38 (H): 0.20, atom 39 (H): 0.16, atom 40 (H): 0.16, atom 41 (H): 0.15, atom 42 (H): 0.19, atom 43 (C): -0.25, atom 44 (O): -0.56, atom 45 (C): -0.07, atom 46 (C): -0.24, atom 47 (N): -0.61, atom 48 (C): -0.25, atom 49 (C): -0.09, atom 50 (O): -0.59, atom 51 (C): -0.25, atom 52 (H): 0.20, atom 53 (H): 0.16, atom 54 (H): 0.18, atom 55 (H): 0.18, atom 56 (H): 0.19, atom 57 (H): 0.20, atom 58 (H): 0.16, atom 59 (H): 0.35, atom 60 (H): 0.21, atom 61 (H): 0.20, atom 62 (H): 0.19, atom 63 (H): 0.17, atom 64 (H): 0.19, atom 65 (H): 0.19, atom 66 (H): 0.16